Record 1
The following is a DFT calculation (the ωB97M-V functional and the def2-TZVPD basis) of C5H6O in the gas phase.

Last column: Löwdin charge in e.
Element x y z (Å)
C: -0.08433 1.00834 0.51583  -0.125
C: -0.81536 0.70214 -0.76100  -0.038
C: -0.76174 -0.60907 -1.06299  -0.117
O: 1.70990 -0.67850 0.13076  -0.042
C: 0.50731 -0.35848 0.86250  -0.399
C: -0.14973 -1.40210 -0.00111  0.058
H: -0.78558 1.31226 1.30564  0.122
H: 0.64082 1.82140 0.40130  0.122
H: -1.31307 1.46391 -1.35754  0.109
H: -1.15348 -1.05687 -1.97062  0.091
H: 0.64805 -0.53947 1.93173  0.135
H: 1.55720 -1.66357 0.00550  0.085

As for the HOMO-LUMO gap: 8.42 eV. Its energy above the lowest of the compared OMol25 structures with the same formula, charge and spin is 381.49 kJ/mol. As for the spin multiplicity: 1. The calculation puts the HOMO energy at -0.3224 hartree.

***

Record 2
The following is a DFT calculation (the ωB97M-V functional and the def2-TZVPD basis) of C5H6O in the gas phase in a non-equilibrium geometry.

Last column: Löwdin charge in e.
Element x y z (Å)
C: 2.87306 -0.50513 0.41745  0.162
C: 1.95425 -0.25092 -0.33262  -0.022
C: 0.66919 0.37847 0.00739  -0.467
O: 0.68478 1.50377 0.44618  0.091
C: -0.57166 -0.48540 0.01798  -0.184
C: -1.77185 0.44457 0.00079  -0.104
H: 3.59447 -0.69961 1.17138  0.047
H: -0.55830 -1.20624 -0.80748  0.116
H: -0.52651 -1.08113 0.94320  0.129
H: -1.62931 1.20154 0.77458  0.074
H: -1.80174 0.96681 -0.96018  0.083
H: -2.71512 -0.07727 0.16086  0.073

As for the HOMO-LUMO gap: 10.45 eV. Its energy above the lowest of the compared OMol25 structures with the same formula, charge and spin is 240.11 kJ/mol. As for the spin multiplicity: 1. The SMILES is C#CC(=O)CC. The calculation puts the HOMO energy at -0.3706 hartree.